1.
The following is a quantum chemistry calculation of C4H2O2 as an isolated structure in a non-equilibrium geometry, from OMol25.

relative energy (zero: lowest compared OMol25 entry of this formula, charge and spin) = 79.49 kcal/mol
multiplicity = 1
total charge = 0

Positions of all 8 atoms, in Å:
C (1.194654, -0.905806, 0.793167)
C (-0.017422, -0.843489, 1.073000)
C (-0.980708, 0.415822, -0.221123)
C (0.605284, 0.011387, -0.403186)
O (-1.664285, 1.252378, -0.667306)
O (-1.299448, -0.307567, 0.910271)
H (1.062840, 0.884422, -0.222529)
H (1.099086, -0.507147, -1.262294)

Forces on atoms 1 to 3 (eV/Å):
0.236 -1.017 1.325
-2.044 0.809 -0.229
2.127 -0.545 -0.245


2.
The following is a quantum chemistry calculation of one molecule with the formula C29H36N4O4, from OMol25.

relative energy (zero: lowest compared OMol25 entry of this formula, charge and spin) = 0.00 kcal/mol
structure (SMILES) = CCOC(=O)N1CCC(N2Cc3cccc(C(=O)N4CCN(c5cccc(C)c5C)CC4)c3C2=O)CC1
multiplicity = 1
total charge = 0

Positions of all 73 atoms, in Å:
C (3.250776, 8.434608, -2.499361)
C (3.272766, 7.176787, -3.355586)
O (2.395107, 6.175570, -2.844980)
C (2.882930, 5.431378, -1.824267)
O (4.011648, 5.525121, -1.400816)
N (1.953140, 4.586673, -1.318441)
C (0.662636, 4.343263, -1.920836)
C (0.652628, 2.975130, -2.606095)
C (1.017479, 1.894179, -1.581213)
N (0.955386, 0.566839, -2.144441)
C (1.843240, 0.081647, -3.175739)
C (1.332422, -1.302600, -3.428001)
C (1.774811, -2.267099, -4.309553)
C (1.085060, -3.470704, -4.361203)
C (-0.026814, -3.694795, -3.563585)
C (-0.468620, -2.733784, -2.660812)
C (-1.754869, -2.919286, -1.909843)
O (-2.817444, -2.896461, -2.504936)
N (-1.654243, -3.133898, -0.586681)
C (-0.404796, -3.135068, 0.146307)
C (-0.635929, -3.785639, 1.505673)
N (-1.518471, -2.946804, 2.289099)
C (-1.827890, -3.340901, 3.597164)
C (-1.664393, -4.657487, 4.027003)
C (-1.997895, -5.025840, 5.315577)
C (-2.513047, -4.091661, 6.191607)
C (-2.644129, -2.764654, 5.802797)
C (-3.168578, -1.759094, 6.785712)
C (-2.270308, -2.373787, 4.517540)
C (-2.286464, -0.916683, 4.154373)
C (-2.568795, -2.317660, 1.493828)
C (-2.852259, -3.122987, 0.229725)
C (0.234694, -1.536375, -2.600813)
C (0.005919, -0.335549, -1.769147)
O (-0.820678, -0.152084, -0.896643)
C (2.387044, 2.208814, -0.971898)
C (2.350241, 3.600599, -0.337996)
H (2.235509, 8.814626, -2.412921)
H (3.879028, 9.195565, -2.953378)
H (3.630921, 8.208889, -1.506236)
H (4.288587, 6.770681, -3.400711)
H (2.907102, 7.379745, -4.364677)
H (0.448828, 5.136108, -2.635606)
H (-0.094726, 4.362456, -1.129132)
H (-0.334974, 2.774850, -3.023141)
H (1.381929, 2.980016, -3.418853)
H (0.261200, 1.893864, -0.785244)
H (1.784959, 0.700544, -4.078551)
H (2.883799, 0.074537, -2.830993)
H (2.626255, -2.089905, -4.949252)
H (1.409005, -4.239802, -5.046278)
H (-0.568309, -4.625308, -3.643761)
H (0.348496, -3.694740, -0.415944)
H (-0.046115, -2.110184, 0.293845)
H (0.314208, -3.878976, 2.040269)
H (-1.032439, -4.799470, 1.334341)
H (-1.287732, -5.410441, 3.353380)
H (-1.871087, -6.052056, 5.628678)
H (-2.799287, -4.387361, 7.190375)
H (-2.377684, -1.077634, 7.100520)
H (-3.967153, -1.164520, 6.345503)
H (-3.554711, -2.259606, 7.670204)
H (-1.631875, -0.731864, 3.309149)
H (-3.289529, -0.573025, 3.901401)
H (-1.936657, -0.321662, 4.995526)
H (-2.258385, -1.312929, 1.181802)
H (-3.479386, -2.238707, 2.088485)
H (-3.157062, -4.146694, 0.478611)
H (-3.648079, -2.660085, -0.357506)
H (2.644880, 1.464763, -0.217236)
H (3.153056, 2.199159, -1.749788)
H (3.335219, 3.882093, 0.037083)
H (1.629901, 3.617366, 0.486515)

Forces on atoms 1 to 3 (eV/Å):
-0.100 -0.407 -0.093
0.432 0.340 -0.060
-0.202 -0.241 0.152


3.
The following is a quantum chemistry calculation of C36H71AlBeF10N6O23P2S4 as an isolated structure in a non-equilibrium geometry, from OMol25.

multiplicity = 1
total charge = +2

Positions of all 154 atoms, in Å:
C (0.223945, -0.221372, 7.249541)
C (-0.300302, 1.186981, 6.643394)
C (-0.579379, 1.140347, 5.043255)
C (-1.745721, 0.108150, 4.618592)
C (-2.714271, 0.651402, 3.439626)
C (-3.955712, -0.348636, 3.120964)
C (-3.565903, -1.504434, 2.064530)
C (-4.672781, -1.726675, 0.892777)
C (-4.124624, -1.177914, -0.535480)
C (-3.816815, -2.338261, -1.605217)
C (-3.174799, -1.758021, -2.995747)
C (-1.591263, -1.494361, -2.875740)
C (-1.141480, -0.502864, -4.065273)
C (-0.142116, 0.688102, -3.535280)
N (-0.796152, 1.535342, -2.505325)
C (-1.762884, 2.421027, -3.175713)
C (-3.277522, 2.140438, -2.628253)
C (-3.719188, 2.255831, -1.087913)
N (-4.220791, 1.807203, -3.513873)
C (0.128735, 2.208130, -1.564764)
O (-0.697771, 3.152951, -0.780082)
C (1.306249, 3.098287, -2.223288)
O (1.297878, 4.390405, -1.570203)
C (1.266849, 5.488586, -2.495429)
N (0.031794, 5.578804, -3.354934)
C (0.371061, 5.733678, -4.622842)
O (0.931702, 5.963544, -5.727000)
P (1.363980, 7.174570, -1.551148)
N (2.299036, 7.123817, -0.251983)
C (2.794100, 2.506247, -2.092324)
F (3.011502, 1.290732, -2.896219)
C (3.956139, 3.530735, -2.630349)
C (4.464424, 4.570082, -1.504466)
P (0.726018, 0.963391, -0.226621)
O (1.602675, -0.177580, -0.761141)
O (1.522721, 1.715678, 1.080962)
O (-0.694143, 0.214050, 0.443341)
H (0.846102, -0.835813, 6.496850)
H (0.926830, -0.054136, 8.170027)
H (-0.687397, -0.823589, 7.649591)
H (0.568178, 1.941794, 6.785114)
H (-1.189559, 1.630190, 7.240509)
H (0.438609, 0.906698, 4.533382)
H (-0.832504, 2.234704, 4.738855)
H (-1.211551, -0.847496, 4.217665)
H (-2.331279, -0.158069, 5.586078)
H (-3.084218, 1.700188, 3.789416)
H (-2.079416, 0.861067, 2.485108)
H (-4.250868, -0.878525, 4.109369)
H (-4.820194, 0.318134, 2.720088)
H (-3.309545, -2.530641, 2.556324)
H (-2.594510, -1.163254, 1.519615)
H (-4.820405, -2.876541, 0.806041)
H (-5.682795, -1.202957, 1.153751)
H (-4.919523, -0.486331, -1.007544)
H (-3.162347, -0.541002, -0.434397)
H (-4.831120, -2.809545, -1.925474)
H (-3.159919, -3.192138, -1.197617)
H (-3.388569, -2.575958, -3.789110)
H (-3.799738, -0.845016, -3.306218)
H (-1.027397, -2.491886, -3.045669)
H (-1.259751, -1.082264, -1.858187)
H (-0.565611, -1.006304, -4.919751)
H (-2.061373, 0.009539, -4.557641)
H (0.810809, 0.143931, -3.207427)
H (0.176312, 1.408883, -4.416600)
H (-1.819775, 2.121560, -4.314783)
H (-1.521475, 3.543639, -3.160865)
H (-2.962267, 1.737950, -0.388012)
H (-4.774838, 1.823192, -0.924242)
H (-3.684058, 3.385643, -0.807439)
H (-5.126594, 1.660500, -3.022424)
H (-0.893045, 2.751369, 0.112188)
H (1.061400, 3.197913, -3.353161)
H (2.174393, 5.523666, -3.225863)
H (0.013858, 7.521928, -1.153648)
H (1.873650, 8.156237, -2.471361)
H (2.668722, 6.165452, -0.146555)
H (3.119207, 2.279946, -0.996974)
H (4.859599, 2.833643, -2.861388)
H (3.678628, 4.019179, -3.635018)
H (3.924917, 4.312864, -0.526220)
H (4.077970, 5.619786, -1.831935)
H (5.601685, 4.652769, -1.413184)
H (1.708731, 0.965380, 1.715741)
H (-0.454199, -0.182025, 1.328736)
Be (-0.913673, 2.795209, -5.545446)
N (-10.604406, -0.710190, 1.695501)
S (-9.082833, -0.771152, 1.301646)
O (-8.436596, -2.063619, 1.344717)
O (-8.256709, 0.366275, 1.645140)
F (-9.214784, -0.566215, -0.271876)
S (-10.819336, -0.962948, 3.236917)
O (-12.193396, -1.240832, 3.590310)
O (-10.118835, -0.106945, 4.167334)
F (-10.142234, -2.375905, 3.486094)
C (5.617124, 5.715058, 2.811603)
C (6.135686, 7.131535, 2.610529)
O (7.438369, 6.973106, 2.048352)
S (7.460633, 5.634950, 1.129709)
O (7.258702, 6.024803, -0.236866)
O (8.554661, 4.813273, 1.551759)
O (6.078322, 4.978768, 1.677601)
H (6.046031, 5.261357, 3.709724)
H (4.528195, 5.679335, 2.872202)
H (6.184784, 7.693012, 3.543950)
H (5.520573, 7.678400, 1.889418)
C (2.604160, -3.387330, -0.040639)
N (2.331462, -3.498795, 1.415957)
O (3.204478, -3.957321, 2.116197)
O (1.208898, -3.107381, 1.815102)
H (3.606940, -3.761314, -0.240093)
H (1.856933, -3.988725, -0.562598)
H (2.523835, -2.332250, -0.310787)
O (3.996522, -4.917338, -2.466184)
H (3.802185, -5.135396, -3.387242)
H (4.505780, -4.098169, -2.523775)
F (-2.515182, -4.154047, 2.241783)
Al (0.085973, -4.692755, 1.739926)
C (1.479207, -2.622293, -8.968863)
F (2.735905, -2.118067, -8.910021)
F (0.936287, -2.139405, -10.111980)
F (1.622669, -3.958399, -9.160380)
S (0.467800, -2.207140, -7.460143)
O (0.419978, -0.744264, -7.412568)
O (1.189029, -2.793995, -6.333695)
O (-0.839591, -2.816772, -7.685138)
C (6.182662, -1.416233, 9.898437)
C (5.421793, -1.811641, 11.149035)
O (4.018285, -1.549705, 10.992875)
C (3.311028, -2.487136, 10.321456)
O (3.788339, -3.495078, 9.859683)
C (1.832747, -2.108317, 10.273586)
F (1.638433, -0.805450, 9.959487)
F (1.221329, -2.308226, 11.461608)
F (1.137124, -2.823235, 9.364454)
H (5.977945, -0.373841, 9.637148)
H (7.257965, -1.539399, 10.044798)
H (5.878422, -2.024047, 9.042389)
H (5.763834, -1.207188, 11.993065)
H (5.596425, -2.858285, 11.413072)
C (-1.545761, -7.428417, -7.182659)
C (-0.279209, -8.140636, -7.594966)
C (0.335912, -7.151752, -8.562983)
O (-0.067556, -5.845110, -8.134909)
C (-1.096785, -5.981965, -7.151077)
H (-1.951300, -7.769878, -6.228703)
H (-2.315173, -7.563923, -7.950252)
H (0.374743, -8.268321, -6.725642)
H (-0.451046, -9.122287, -8.039427)
H (-0.042954, -7.301802, -9.580626)
H (1.427254, -7.209732, -8.585541)
H (-0.664740, -5.720665, -6.176797)
H (-1.909385, -5.283700, -7.370455)

Forces on atoms 1 to 3 (eV/Å):
-0.291 0.276 0.868
1.200 0.160 -0.258
0.048 0.740 0.583


4.
The following is a quantum chemistry calculation of H24O12 as an isolated structure in a non-equilibrium geometry, from OMol25.

relative energy (zero: lowest compared OMol25 entry of this formula, charge and spin) = 587.93 kcal/mol
multiplicity = 1
total charge = 0

Positions of all 36 atoms, in Å:
O (1.360869, -2.615911, 1.030108)
H (0.945695, -2.351174, 0.209266)
H (1.867927, -1.850367, 1.300397)
O (-0.677784, 2.223030, -0.487808)
H (-1.112704, 3.048712, -0.700658)
H (-0.378942, 1.884640, -1.331853)
O (0.256268, 1.244090, 1.039411)
H (0.985986, 1.785178, 1.341016)
H (-0.098496, 1.717435, 0.286877)
O (-0.821022, -2.608585, -0.187913)
H (-0.777703, -3.530509, 0.065861)
H (-0.877128, -2.133787, 0.641339)
O (0.007047, 1.609014, -2.237938)
H (-0.782339, 1.556141, -2.776737)
H (0.578261, 2.216394, -2.708075)
O (2.030731, -0.652104, 1.057239)
H (2.031209, -0.111612, 1.847237)
H (2.943462, -0.656480, 0.768896)
O (-1.203047, 0.002865, 1.412120)
H (-1.970583, 0.322331, 0.937720)
H (-0.517890, 0.642692, 1.218692)
O (0.156197, -0.319870, -0.455014)
H (0.433511, 0.583372, -0.608209)
H (0.072618, -0.387215, 0.496145)
O (-0.038367, -1.693801, -1.830664)
H (0.262310, -0.950901, -1.307295)
H (-0.723704, -2.099645, -1.299786)
O (1.773482, 2.053357, -0.451533)
H (2.186710, 1.251491, -0.771652)
H (1.090994, 2.244904, -1.094766)
O (-2.109000, 0.795930, -0.566329)
H (-1.362281, 1.331506, -0.834277)
H (-2.656256, 1.388098, -0.050503)
O (-1.035788, -2.309081, 1.820915)
H (-1.498446, -1.956813, 2.581246)
H (-0.341795, -1.673322, 1.646529)

Forces on atoms 1 to 3 (eV/Å):
-0.398 -4.466 0.436
0.050 -0.454 -0.722
-0.257 -2.020 0.384


Number 1: energy -303.88313 hartree, molecular weight 82.06 g/mol, frontier orbital gap 10.2 eV. Number 2: energy -1646.74255 hartree, molecular weight 504.63 g/mol, frontier orbital gap 8.3 eV. Number 3: energy -7003.08541 hartree, molecular weight 1372.17 g/mol, frontier orbital gap 1.2 eV. Number 4: energy -916.38843 hartree, molecular weight 216.18 g/mol, frontier orbital gap 5.3 eV.